{
  "formula": "C21H19N3O2",
  "method": "wB97M-V/def2-TZVPD",
  "smiles": "Cc1cccc(C(=O)Nc2ccccc2C(=O)NCc2cccnc2)c1",
  "orbital_gap_ev": 9.2,
  "e_homo_ev": -8.70,
  "de_lowest_kcal_mol": 0.00,
  "symbols": ["C", "C", "C", "C", "C", "C", "C", "O", "N", "C", "C", "C", "C", "C", "C", "C", "O", "N", "C", "C", "C", "C", "C", "N", "C", "C", "H", "H", "H", "H", "H", "H", "H", "H", "H", "H", "H", "H", "H", "H", "H", "H", "H", "H", "H"],
  "positions_angstrom": [[4.1502, 2.7040, 1.2926], [3.1474, 2.0569, 0.3896], [3.5422, 1.1574, -0.5921], [2.6080, 0.5410, -1.4065], [1.2611, 0.7991, -1.2384], [0.8504, 1.7071, -0.2668], [-0.5924, 2.0662, -0.1205], [-0.9833, 3.2110, -0.0735], [-1.3897, 0.9521, -0.0734], [-2.7825, 0.8612, -0.0187], [-3.5936, 1.9875, -0.1382], [-4.9688, 1.8712, -0.0692], [-5.5635, 0.6373, 0.1379], [-4.7679, -0.4849, 0.2657], [-3.3844, -0.3945, 0.1663], [-2.6011, -1.6522, 0.3406], [-2.7722, -2.4192, 1.2639], [-1.6642, -1.8788, -0.6260], [-0.7549, -3.0031, -0.5551], [0.6225, -2.5753, -0.1178], [1.7670, -2.9523, -0.8078], [3.0029, -2.5331, -0.3439], [3.0453, -1.7372, 0.7906], [1.9644, -1.3702, 1.4558], [0.7914, -1.7832, 1.0163], [1.7950, 2.3378, 0.5292], [5.1442, 2.6839, 0.8524], [4.1853, 2.1693, 2.2420], [3.8739, 3.7352, 1.4998], [4.5924, 0.9419, -0.7271], [2.9322, -0.1435, -2.1767], [0.5357, 0.3279, -1.8871], [-0.8946, 0.0768, 0.0411], [-3.1331, 2.9516, -0.2743], [-5.5787, 2.7565, -0.1679], [-6.6369, 0.5510, 0.2060], [-5.2055, -1.4562, 0.4410], [-1.6426, -1.2980, -1.4488], [-1.1761, -3.6869, 0.1910], [-0.7103, -3.5116, -1.5221], [1.6909, -3.5727, -1.6905], [3.9112, -2.8169, -0.8523], [3.9840, -1.3810, 1.1923], [-0.0620, -1.4843, 1.6128], [1.4606, 3.0512, 1.2677]],
  "forces_ev_per_angstrom": [[-0.008, -0.047, 0.068], [-0.032, -0.009, -0.085], [-0.066, 0.101, -0.032], [0.023, -0.009, -0.091], [-0.064, 0.038, 0.038], [0.289, 0.099, -0.063], [0.079, -0.132, -0.034], [-0.042, 0.157, 0.080], [0.163, -0.347, 0.069], [-0.365, 0.003, -0.040], [0.050, 0.215, -0.051], [0.015, -0.156, 0.024], [-0.091, -0.025, 0.004], [0.108, 0.028, -0.035], [-0.162, 0.232, 0.131], [0.022, 0.065, -0.269], [-0.090, -0.105, 0.242], [0.101, -0.134, -0.232], [-0.006, -0.152, 0.243], [0.191, -0.045, -0.112], [-0.071, 0.057, 0.182], [-0.051, -0.052, 0.071], [0.227, -0.218, -0.175], [0.069, 0.279, 0.468], [-0.217, -0.202, -0.206], [-0.124, -0.086, -0.097], [0.078, 0.035, 0.011], [0.068, 0.020, 0.091], [0.042, 0.078, 0.040], [0.128, -0.008, -0.001], [0.019, -0.041, -0.049], [-0.065, -0.025, -0.045], [0.005, 0.228, -0.062], [0.012, 0.007, 0.014], [-0.038, 0.084, -0.008], [-0.094, -0.015, 0.003], [-0.030, -0.083, 0.040], [-0.117, 0.040, 0.080], [0.039, 0.030, -0.241], [-0.018, 0.019, 0.113], [-0.014, -0.047, -0.087], [0.105, 0.000, -0.038], [0.146, 0.002, -0.049], [-0.181, 0.006, 0.014], [-0.034, 0.112, 0.079]]
}